1.
22
Properties=species:S:1:pos:R:3:nbo_charge:R:1 method="wB97M-V/def2-TZVPD" relative_energy_ev=1.583 total_charge=+1 homo_ev=-14.343 orbital_gap_ev=10.88 multiplicity=1 lumo_ev=-3.4665
Li -0.073 -0.289 0.170 0.865
O 0.956 -1.521 1.504 -0.988
H 1.412 -2.100 0.872 0.508
H 1.520 -1.355 2.292 0.504
O -0.684 0.958 -0.846 -0.984
H -1.561 0.756 -0.462 0.512
H -0.487 1.863 -0.758 0.495
O -2.109 -1.281 -0.462 -0.961
H -2.932 -1.601 0.071 0.496
H -2.407 -1.661 -1.250 0.481
O 0.639 -1.581 -0.930 -0.956
H 1.015 -1.013 -1.612 0.488
H -0.028 -1.978 -1.532 0.498
O 2.002 2.097 -1.721 -0.939
H 1.982 1.540 -0.911 0.465
H 1.853 1.293 -2.330 0.451
O -1.472 0.206 1.693 -0.955
H -1.618 -0.691 2.031 0.493
H -2.297 0.614 1.865 0.488
O 1.334 1.513 0.710 -0.958
H 2.217 1.944 0.978 0.511
H 0.733 2.294 0.636 0.487

2.
18
Properties=species:S:1:pos:R:3:nbo_charge:R:1 method="wB97M-V/def2-TZVPD" relative_energy_ev=2.950 total_charge=0 homo_ev=-8.261 orbital_gap_ev=8.19 multiplicity=1 lumo_ev=-0.0693
C -0.928 -2.027 -0.084 -0.442
C 2.470 -0.481 -0.522 -0.689
C -2.182 1.987 0.036 -0.235
C 1.315 -1.264 -0.001 0.122
N 0.192 -1.188 -0.576 -0.423
O -0.859 2.256 0.022 -0.907
Si 0.250 1.816 1.198 0.956
H -0.726 -3.037 -0.339 0.197
H -1.174 -1.930 0.906 0.193
H 2.942 -1.284 -1.196 0.235
H 3.314 -0.225 0.175 0.228
H 2.205 0.336 -1.209 0.237
H -2.428 1.616 1.035 0.151
H -2.424 1.174 -0.678 0.178
H -2.846 2.843 -0.023 0.179
H 1.560 -1.866 0.853 0.151
H -1.844 -1.694 -0.592 0.196
H 1.163 2.968 0.994 -0.325

3.
11
Properties=species:S:1:pos:R:3:nbo_charge:R:1 method="wB97M-V/def2-TZVPD" relative_energy_ev=3.271 total_charge=0 homo_ev=-10.783 orbital_gap_ev=11.86 multiplicity=1 lumo_ev=1.0761
C -0.856 0.082 0.854 -0.615
C 0.149 -0.517 0.136 0.137
C 0.832 0.504 -0.726 -0.658
H -0.517 0.541 1.705 0.230
H -1.825 -0.670 1.371 0.181
H -1.550 0.494 0.182 0.227
H 0.940 -1.039 0.800 0.161
H 0.316 0.320 -2.001 0.226
H 1.917 -0.062 -0.852 0.222
H 0.893 1.707 -0.639 0.247
F -0.300 -1.361 -0.832 -0.358

4.
21
Properties=species:S:1:pos:R:3:nbo_charge:R:1 method="wB97M-V/def2-TZVPD" total_charge=0 homo_ev="-10.010 / -10.009" orbital_gap_ev="10.58 / 5.05" multiplicity=2 lumo_ev="0.5743 / -4.9605"
Cl 1.940 -2.328 2.429 0.010
C 0.517 1.515 1.690 -0.092
C -0.769 2.318 1.316 -0.085
O -1.737 1.601 0.586 -0.721
O 1.219 1.017 0.572 -0.738
H 0.194 0.637 2.249 0.155
H 1.227 2.046 2.323 0.170
H -0.530 3.172 0.682 0.164
H -1.235 2.717 2.217 0.182
H -1.269 1.210 -0.156 0.482
H 1.537 0.161 0.868 0.478
C -0.281 -1.957 -1.035 -0.101
C -0.536 -1.146 -2.290 -0.074
O -0.227 0.207 -2.128 -0.734
O 1.092 -1.936 -0.727 -0.737
H -0.647 -2.979 -1.134 0.170
H -0.788 -1.366 -0.273 0.162
H -1.578 -1.217 -2.603 0.186
H 0.118 -1.596 -3.036 0.159
H 0.600 0.332 -1.657 0.493
H 1.154 -2.408 0.106 0.471

5.
79
Properties=species:S:1:pos:R:3:mulliken_charge:R:1 method="wB97M-V/def2-TZVPD" total_charge=+1 homo_ev=-11.050 orbital_gap_ev=6.89 multiplicity=1 lumo_ev=-4.1579
C 0.285 3.903 2.271 -0.626
C -0.220 4.076 3.540 -0.206
C -0.982 3.065 4.373 -1.397
C -1.070 1.698 3.760 0.673
C -0.281 0.624 4.246 0.165
C 0.727 0.824 5.369 -0.643
C 1.944 -0.035 5.086 0.244
C 2.216 -1.203 5.778 -0.712
C 3.332 -1.963 5.432 -0.794
C 4.182 -1.590 4.399 0.907
C 5.353 -2.458 4.026 -1.396
C 3.915 -0.397 3.722 -0.892
C 2.805 0.359 4.067 -0.044
N -0.348 -0.586 3.754 -0.956
N -1.193 -0.776 2.780 0.516
Cl -1.255 -2.402 2.247 0.033
C -1.983 0.118 2.188 0.571
C -2.897 -0.266 1.053 -2.075
C -2.147 -0.557 -0.236 0.719
C -2.303 -1.810 -0.827 -0.336
C -1.626 -2.164 -1.982 -0.916
C -0.763 -1.253 -2.595 0.936
C -0.003 -1.628 -3.838 -1.467
C -0.614 -0.005 -2.003 -1.056
C -1.291 0.353 -0.844 0.078
C -1.921 1.434 2.700 1.380
C -2.771 2.509 2.082 -0.799
C -4.113 2.713 2.777 -0.043
O -5.120 2.570 2.156 -0.438
H 1.366 3.926 2.157 0.319
H -0.334 3.824 1.386 0.194
H -0.037 5.032 4.033 0.385
H -0.573 3.008 5.374 0.611
H -2.022 3.400 4.511 0.235
H 0.261 0.482 6.297 0.348
H 1.000 1.867 5.471 0.395
H 1.577 -1.550 6.580 0.383
H 3.529 -2.881 5.971 0.324
H 5.113 -3.020 3.122 0.287
H 5.538 -3.201 4.800 0.358
H 6.258 -1.880 3.857 0.371
H 4.581 -0.089 2.926 0.407
H 2.628 1.274 3.510 0.445
H -3.412 -1.179 1.350 0.602
H -3.653 0.502 0.927 0.428
H -2.947 -2.549 -0.361 0.402
H -1.740 -3.153 -2.408 0.435
H -0.651 -2.041 -4.607 0.436
H 0.703 -2.405 -3.538 0.248
H 0.602 -0.804 -4.205 0.315
H 0.068 0.710 -2.449 0.427
H -1.133 1.325 -0.392 0.361
H -2.228 3.452 2.166 0.524
H -2.931 2.364 1.020 -0.111
H -4.156 3.028 3.832 0.353
C 2.133 -5.972 -7.701 -1.168
C 1.766 -6.022 -6.223 -0.565
C 1.077 -4.743 -5.734 -0.272
C 1.962 -3.581 -5.790 0.311
N 2.666 -2.676 -5.845 -0.500
H 2.861 -5.186 -7.904 0.352
H 2.572 -6.919 -8.014 0.341
H 1.251 -5.789 -8.319 0.302
H 2.662 -6.211 -5.630 0.311
H 1.090 -6.862 -6.052 0.334
H 0.746 -4.879 -4.703 0.268
H 0.183 -4.547 -6.331 0.329
C -1.234 4.682 -4.414 -1.240
C -2.123 3.648 -3.733 -0.409
C -2.282 3.895 -2.228 -0.329
C -1.021 3.735 -1.506 0.312
N -0.028 3.593 -0.946 -0.545
H -0.212 4.643 -4.032 0.340
H -1.192 4.496 -5.486 0.370
H -1.618 5.692 -4.262 0.311
H -1.721 2.648 -3.905 0.207
H -3.114 3.674 -4.189 0.369
H -3.009 3.188 -1.819 0.186
H -2.678 4.896 -2.049 0.471